Molecular formula: C56H54N6OP2S3Ti
Method: DFT, wB97M-V/def2-TZVPD

Structure (XYZ):
```
123
Properties=species:S:1:pos:R:3:forces:R:3:lowdin_charge:R:1
Ti 0.95763 0.48009 -0.28039 0.3 -0.8 0.3 0.761
S -1.91082 0.43535 2.35349 0.0 -0.1 0.1 0.302
P -0.07062 0.65148 3.01141 0.0 -0.1 -0.1 0.392
C 1.20611 0.56525 1.84533 0.0 0.0 0.0 -0.620
P 2.86332 0.28230 2.04774 0.0 0.1 -0.2 0.456
S 3.65836 0.39252 0.19699 -0.2 0.1 0.0 0.384
C 3.47841 -1.27373 2.77313 0.0 0.0 0.0 -0.334
C 2.62665 -2.33918 3.00513 0.0 0.0 0.0 -0.095
C 3.12671 -3.53096 3.51959 0.0 0.0 0.0 -0.073
C 4.47641 -3.65959 3.79628 0.0 0.0 0.0 -0.106
C 5.34235 -2.59972 3.53503 0.0 0.0 0.0 -0.104
C 4.84568 -1.41615 3.01936 0.0 0.0 0.1 -0.112
C 3.71929 1.48901 3.17037 0.1 0.0 0.0 -0.311
C 4.16368 2.71606 2.68654 0.1 0.0 0.0 -0.113
C 4.70542 3.67232 3.53110 0.0 0.0 0.0 -0.096
C 4.82097 3.41539 4.89053 0.0 0.0 0.0 -0.106
C 4.41543 2.18500 5.38450 0.0 0.0 0.0 -0.084
C 3.88143 1.22896 4.52955 0.0 0.0 0.0 -0.100
C 0.04219 2.25694 3.90942 0.0 0.1 0.0 -0.327
C -0.78544 2.49926 5.00519 -0.1 0.0 0.0 -0.101
C -0.74379 3.71384 5.66829 0.0 0.0 0.0 -0.099
C 0.12320 4.71463 5.23901 0.0 0.0 0.0 -0.113
C 0.94200 4.48691 4.14521 0.0 0.0 0.0 -0.090
C 0.89848 3.26263 3.48692 0.0 0.0 0.0 -0.093
C 0.20049 -0.51282 4.40985 0.1 0.0 0.1 -0.331
C -0.45354 -1.74179 4.40715 0.0 0.0 -0.1 -0.130
C -0.20501 -2.66693 5.41064 0.0 0.0 0.0 -0.087
C 0.68265 -2.37210 6.43681 0.0 0.0 0.0 -0.109
C 1.31338 -1.13629 6.46532 0.0 0.0 0.0 -0.098
C 1.06680 -0.21292 5.45794 0.0 0.0 0.0 -0.108
H 1.58663 -2.26325 2.71936 -0.1 0.0 0.0 -0.001
H 2.44747 -4.35889 3.68189 0.0 0.0 0.0 0.103
H 4.86502 -4.58920 4.19677 0.0 0.0 0.0 0.088
H 6.40467 -2.70273 3.72447 0.0 0.0 0.0 0.089
H 5.52229 -0.59718 2.80118 0.0 0.0 0.0 0.104
H 4.11028 2.91321 1.62661 0.0 0.0 -0.1 0.064
H 5.04093 4.61897 3.12376 0.0 0.0 0.0 0.096
H 5.23278 4.16481 5.55598 0.0 0.0 0.0 0.091
H 4.51429 1.96133 6.44029 0.0 0.0 0.0 0.097
H 3.58742 0.26797 4.93022 0.0 0.0 0.0 0.091
H -1.47463 1.72754 5.32919 0.0 0.0 0.0 0.104
H -1.39200 3.88416 6.52010 0.0 0.0 0.0 0.091
H 0.15579 5.66640 5.75674 0.0 0.0 0.0 0.088
H 1.62375 5.25709 3.80321 0.0 0.0 0.0 0.095
H 1.54591 3.06663 2.64197 0.0 0.0 0.0 0.071
H -1.13079 -1.96973 3.59285 0.0 0.0 0.0 0.037
H -0.70553 -3.62771 5.38103 0.0 0.0 0.0 0.099
H 0.87914 -3.10099 7.21489 0.0 0.0 0.0 0.089
H 1.99902 -0.88854 7.26802 0.0 0.0 0.0 0.093
H 1.54784 0.75645 5.49537 -0.1 0.0 0.0 0.087
C -5.91892 1.14450 -3.31848 0.0 0.0 0.0 -0.092
C -4.70426 1.65327 -4.09721 0.0 0.0 0.0 -0.206
C -3.96481 0.54756 -4.81423 0.0 0.0 0.0 -0.171
C -4.52161 0.06437 -5.99734 0.0 0.0 0.0 -0.075
C -3.90787 -0.93133 -6.73157 0.0 0.0 0.0 -0.110
C -2.70547 -1.46002 -6.27924 0.0 0.0 0.1 -0.059
C -2.11196 -1.01117 -5.10910 0.0 0.0 0.0 -0.170
C -0.79819 -1.59445 -4.63177 0.0 0.0 0.0 -0.195
C -0.69403 -3.11234 -4.78091 0.0 0.0 0.0 -0.083
C -2.75106 0.00167 -4.36345 0.1 0.0 0.0 -0.178
N -2.04862 0.54053 -3.27211 -0.1 0.0 0.0 0.117
C -2.58540 0.68368 -2.12971 0.0 0.0 0.0 -0.094
C -2.04212 1.50846 -1.04538 -0.1 0.0 0.0 -0.306
C -2.82213 2.54462 -0.55660 0.1 0.0 0.0 -0.078
C -1.97491 3.37536 0.20789 0.0 -0.1 0.1 -0.114
C -0.74446 2.76449 0.19194 0.0 0.0 -0.1 -0.239
N -0.76103 1.61695 -0.56596 0.0 0.4 -0.2 -0.071
H -6.43355 1.96434 -2.81142 0.0 0.0 0.0 0.066
H -5.63585 0.40120 -2.57202 0.0 0.0 0.0 0.058
H -6.63004 0.65874 -3.99077 0.0 0.0 0.0 0.068
H -4.03253 2.19557 -3.43223 0.0 0.0 0.0 0.092
H -5.04496 2.37560 -4.84688 0.0 0.0 0.0 0.104
H -5.45744 0.49443 -6.34216 0.0 0.0 0.0 0.104
H -4.35407 -1.29287 -7.65064 0.0 0.0 0.0 0.087
H -2.21664 -2.23933 -6.85111 0.0 0.0 0.0 0.096
H -0.64443 -1.32435 -3.58508 0.0 0.0 0.0 0.074
H 0.02431 -1.12801 -5.18749 0.0 0.0 0.0 0.119
H -1.43144 -3.62182 -4.15824 0.0 0.0 0.0 0.073
H 0.29555 -3.44266 -4.46822 0.0 0.0 0.0 0.053
H -0.84177 -3.43996 -5.81254 0.0 0.0 0.0 0.054
H -3.59742 0.31596 -1.93592 0.0 0.0 0.0 0.118
H -3.87375 2.68133 -0.76486 0.0 0.0 0.0 0.094
H -2.23812 4.26193 0.76314 0.0 0.0 0.0 0.082
H 0.14345 3.04058 0.74004 0.0 0.0 0.0 0.077
S -0.11437 -3.12133 1.13977 -0.1 -0.1 0.0 0.531
C -0.13225 -2.02688 -0.19238 0.2 0.1 -0.2 -0.896
N -1.18552 -1.64885 -0.86682 0.0 0.1 0.2 0.027
N -2.36169 -2.05353 -0.26491 0.0 0.1 0.0 -0.034
C -3.50337 -2.27991 -0.94551 0.0 -0.1 0.0 -0.262
C -4.71813 -2.46724 -0.25135 0.0 0.0 0.0 -0.039
C -5.89537 -2.67238 -0.94389 0.0 0.0 0.0 -0.134
C -5.92643 -2.69822 -2.33789 0.0 0.0 0.0 -0.148
C -4.72746 -2.52838 -3.02392 0.0 0.0 0.0 -0.104
C -3.53678 -2.33769 -2.34781 0.0 0.0 0.0 -0.046
N 1.13725 -1.47636 -0.55480 -0.3 0.0 0.2 -0.187
N 1.21439 -0.74303 -1.75497 0.1 0.1 -0.3 -0.164
C 2.08170 -1.25163 -2.69518 0.1 -0.1 0.2 -0.297
C 2.77114 -0.42753 -3.59665 0.0 0.0 0.0 -0.045
C 3.58225 -0.97166 -4.57879 0.0 0.0 0.0 -0.117
C 3.75525 -2.34642 -4.68197 0.0 0.0 0.0 -0.137
C 3.11162 -3.16779 -3.76226 0.0 0.0 0.0 -0.116
C 2.28950 -2.63843 -2.78405 0.0 0.0 0.0 -0.031
H -2.28817 -2.26064 0.72732 0.0 0.0 0.0 0.039
H -4.71455 -2.42265 0.83171 0.0 0.0 0.0 0.103
H -6.81440 -2.80303 -0.38153 0.0 0.0 0.0 0.086
H -6.85770 -2.84437 -2.87083 0.0 0.0 0.0 0.077
H -4.70819 -2.53842 -4.10963 0.0 0.0 0.0 0.096
H -2.60415 -2.21938 -2.87092 0.0 0.0 0.0 0.071
H 2.69953 0.64540 -3.49900 0.0 0.1 0.0 0.084
H 4.10227 -0.30662 -5.26020 0.0 0.0 0.0 0.089
H 4.39536 -2.76879 -5.44709 0.0 0.0 0.0 0.079
H 3.24990 -4.24259 -3.80957 0.0 0.0 0.0 0.093
H 1.78914 -3.27218 -2.06315 0.0 0.0 0.0 0.111
C 0.43797 1.96320 -3.43736 0.1 -0.1 0.1 -0.042
O 1.39980 2.69034 -2.63617 0.2 0.0 0.0 -0.097
C 1.74362 2.25964 -1.47255 -0.2 0.3 0.0 -0.232
C 2.59228 3.33321 -0.85440 -0.1 0.0 0.0 -0.091
H 0.24744 0.98634 -3.00897 0.0 0.0 0.0 0.041
H 0.85801 1.88873 -4.43851 0.0 0.0 0.0 0.095
H -0.47105 2.55575 -3.43697 0.0 0.0 0.0 0.094
H 2.91652 3.04236 0.13250 0.0 0.0 0.1 -0.005
H 1.99632 4.24982 -0.82565 0.0 0.0 0.0 0.092
H 3.46574 3.51217 -1.48734 0.0 0.0 0.0 0.093
```
Forces are in eV/Å.

HOMO-LUMO gap: 5.345 eV
energy above the lowest of the compared OMol25 structures with the same formula, charge and spin: 0.318 eV
DFT total energy: -5296.94115 Ha
spin multiplicity: 1
LUMO energy: 3.912 eV
maximum force: 0.9 eV/A
net charge: -2

Molecular formula: C56H55ClGeN5O3PbS3
Method: DFT, wB97M-V/def2-TZVPD

Structure (XYZ):
```
125
Properties=species:S:1:pos:R:3:forces:R:3:lowdin_spin:R:1
Pb 1.65468 -0.63072 -0.53620 0.1 0.1 0.1 0.219
N -2.51882 0.29609 0.98695 -0.2 -0.1 0.2 0.000
S -3.94249 -0.02596 0.68607 0.3 0.1 -0.1 0.000
N -4.21791 -0.02488 -0.87945 0.0 0.0 -0.3 0.000
S -3.66365 0.97815 -1.96225 -0.2 0.1 0.6 0.001
N -2.47283 0.60852 -2.83028 0.2 -0.2 -0.2 0.004
S -1.17225 -0.37740 -2.63719 -0.4 0.3 0.2 0.008
N -0.38158 -0.17466 -1.42707 0.0 -0.1 0.0 0.029
C -1.87590 -2.00867 -2.81798 0.0 0.1 -0.1 0.000
C -1.13220 -3.06750 -2.31584 0.0 0.1 0.1 0.001
C -1.62077 -4.35664 -2.45955 0.0 -0.1 0.0 0.000
C -2.83759 -4.57074 -3.09577 0.0 0.0 0.0 0.000
C -3.57230 -3.50108 -3.59271 0.0 0.0 0.0 0.000
C -3.09036 -2.20721 -3.46249 0.1 0.0 0.0 0.000
C -0.43027 -0.00947 -4.20871 0.0 -0.3 -0.1 0.000
C -0.20603 -1.01312 -5.14008 0.1 0.0 0.1 0.000
C 0.45821 -0.69256 -6.31673 0.0 0.0 0.0 0.000
C 0.87606 0.61013 -6.54604 0.0 -0.1 0.0 0.000
C 0.62893 1.60497 -5.60563 0.0 0.0 0.0 0.000
C -0.02013 1.29745 -4.42537 0.0 0.1 0.1 0.000
C -3.37592 2.56608 -1.23748 0.1 0.0 -0.1 0.000
C -2.10594 2.78250 -0.71224 0.0 -0.1 -0.1 0.000
C -1.87147 3.96732 -0.03572 0.0 0.1 0.1 0.000
C -2.88606 4.91152 0.08714 -0.1 0.0 -0.1 0.000
C -4.14464 4.67793 -0.45601 0.0 0.0 0.1 0.000
C -4.40401 3.49102 -1.12373 -0.1 0.0 0.1 0.000
C -5.01996 1.14802 -3.08405 0.0 0.0 0.1 0.000
C -4.84965 2.01696 -4.15561 0.1 0.0 0.0 0.000
C -5.90137 2.19251 -5.03680 0.0 0.0 -0.1 0.000
C -7.09281 1.50140 -4.84785 0.0 -0.1 0.0 0.000
C -7.23094 0.60767 -3.79339 0.0 0.0 -0.1 0.000
C -6.18924 0.42319 -2.89692 0.1 0.0 0.0 0.000
C -5.16395 1.06159 1.40736 0.1 -0.1 -0.2 0.000
C -4.83134 1.70216 2.59376 0.1 0.0 0.0 0.000
C -5.73297 2.59784 3.14784 -0.1 0.0 0.0 0.000
C -6.94803 2.83963 2.51933 0.1 0.0 0.1 0.000
C -7.26921 2.18888 1.33367 -0.1 0.0 0.0 0.000
C -6.37556 1.29448 0.76932 0.0 0.0 0.0 0.000
C -4.46830 -1.67436 1.07403 -0.1 0.2 0.1 0.000
C -5.57905 -1.92817 1.86490 0.0 0.0 0.0 0.000
C -5.90008 -3.25080 2.13896 0.0 0.0 0.0 0.000
C -5.11610 -4.27397 1.62245 0.0 0.0 0.0 0.000
C -4.00196 -3.99417 0.83632 0.0 0.0 0.0 0.000
C -3.66317 -2.68242 0.55606 0.0 0.0 0.0 0.000
H -0.18472 -2.87904 -1.82291 -0.1 -0.1 0.0 0.004
H -1.04608 -5.19445 -2.08591 0.0 0.0 0.0 0.000
H -3.21249 -5.57995 -3.21352 0.0 0.0 0.0 0.000
H -4.51558 -3.67549 -4.09476 0.0 0.0 0.0 0.000
H -3.63900 -1.36493 -3.86314 0.0 0.0 0.0 0.000
H -0.53029 -2.02871 -4.95471 0.0 0.0 0.0 0.000
H 0.64816 -1.46607 -7.04986 0.0 0.0 0.0 0.000
H 1.40508 0.85255 -7.45893 0.0 0.0 0.0 0.000
H 0.95552 2.62061 -5.79053 0.0 0.0 0.0 0.000
H -0.20023 2.05580 -3.67081 0.0 0.0 0.0 0.000
H -1.33487 2.02369 -0.81589 0.0 0.1 0.0 0.000
H -0.89854 4.15433 0.40580 0.0 0.0 0.0 0.000
H -2.69506 5.84640 0.59918 0.0 0.0 0.0 0.000
H -4.92720 5.41929 -0.35814 0.0 0.0 0.0 0.000
H -5.38389 3.29629 -1.54231 0.0 0.0 0.0 0.000
H -3.90822 2.53627 -4.29594 -0.1 0.0 0.0 0.000
H -5.78928 2.86728 -5.87513 0.0 0.0 0.0 0.000
H -7.91533 1.65253 -5.53458 0.0 0.0 0.0 0.000
H -8.14923 0.04933 -3.66786 0.0 0.0 0.0 0.000
H -6.25539 -0.29417 -2.09149 -0.1 0.0 0.0 0.000
H -3.88205 1.51597 3.07794 -0.1 0.0 0.0 0.000
H -5.48683 3.10923 4.06930 0.0 0.0 0.0 0.000
H -7.64868 3.53630 2.96152 0.0 0.0 0.0 0.000
H -8.21902 2.38360 0.85215 0.0 0.0 0.0 0.000
H -6.61197 0.78395 -0.15225 0.0 0.0 0.0 0.000
H -6.17980 -1.11429 2.25412 0.0 -0.1 0.0 0.000
H -6.76075 -3.48157 2.75295 0.0 0.0 0.0 0.000
H -5.37418 -5.30422 1.83533 0.0 0.0 0.0 0.000
H -3.39180 -4.79888 0.44610 0.0 0.0 0.0 0.000
H -2.79141 -2.42635 -0.03768 0.0 -0.1 0.0 0.000
N -1.92815 -3.10693 3.77701 0.0 -0.1 0.0 0.000
C -1.56424 -2.11508 2.93283 0.2 -0.2 -0.3 0.000
O -0.85231 -2.31509 1.96066 -0.1 0.2 0.2 0.002
C -2.11897 -0.74505 3.27695 0.0 0.1 -0.1 0.000
C -1.77112 0.32151 2.24550 0.0 0.0 -0.1 0.000
H -1.52324 -4.01852 3.64014 0.0 0.0 0.0 0.000
H -2.43974 -2.93647 4.62467 0.0 0.0 0.0 0.000
H -1.70912 -0.44874 4.24705 0.0 0.0 0.0 0.000
H -3.20010 -0.83480 3.40810 0.0 0.0 0.1 0.000
H -0.72822 0.20220 1.95336 0.1 -0.1 0.0 0.000
H -1.84901 1.30716 2.70886 -0.1 0.1 -0.1 0.000
O 2.81261 -2.91457 -1.56600 0.0 0.1 -0.1 0.038
H 3.51558 -3.33152 -1.05162 0.0 0.0 -0.1 0.001
H 3.23357 -2.56472 -2.36557 0.0 0.0 0.1 0.001
O 1.46835 2.60357 -1.10107 0.0 -0.1 -0.3 0.040
H 1.03882 3.39235 -1.45052 0.1 0.0 0.0 0.002
H 1.91864 2.16579 -1.84786 -0.2 0.1 0.0 0.002
Cl 2.83785 0.18486 -2.68078 0.0 -0.1 0.1 0.017
C 4.59535 2.17054 -0.12683 -0.3 -0.2 -0.2 0.066
Ge 3.12131 1.61148 1.05177 0.6 0.5 0.7 0.326
C 2.32712 3.27522 1.77091 -0.1 -0.3 -0.1 0.047
C 1.44693 3.34793 2.85143 0.0 0.0 0.0 0.013
C 0.97634 4.57164 3.31256 0.0 0.0 0.0 -0.001
C 1.37740 5.75000 2.69974 0.0 0.0 0.0 0.013
C 2.24364 5.69491 1.61590 0.0 0.0 0.0 0.000
C 2.70308 4.46960 1.15279 0.0 0.0 0.0 0.015
C 3.59627 0.37863 2.53790 -0.3 0.0 -0.4 0.063
C 2.56897 0.12953 3.41927 0.0 0.0 -0.1 0.028
C 2.71071 -0.74296 4.51583 0.0 0.0 0.0 -0.001
C 3.88125 -1.42033 4.69097 -0.1 0.0 0.0 0.025
C 4.95296 -1.25121 3.78134 0.0 0.1 -0.1 0.001
C 6.15423 -1.98492 3.94013 0.0 0.0 0.0 0.005
C 7.20032 -1.81796 3.08022 0.0 0.0 0.0 -0.003
C 7.09231 -0.89466 2.02033 0.0 0.0 0.0 0.005
C 5.94253 -0.17888 1.83766 0.0 0.0 0.0 -0.002
C 4.82654 -0.33552 2.69857 0.1 -0.1 0.1 0.011
H 5.34979 2.68421 0.47206 0.0 0.0 0.0 0.011
H 4.21178 2.84684 -0.89004 0.0 0.0 0.1 0.000
H 5.04114 1.32186 -0.64261 0.0 0.0 0.0 0.000
H 1.12695 2.45459 3.36968 0.0 0.0 0.0 0.001
H 0.30696 4.60126 4.16400 0.0 0.0 0.0 0.000
H 1.03223 6.70488 3.07600 0.0 0.0 0.0 0.001
H 2.56877 6.60919 1.13557 0.0 0.0 0.0 0.000
H 3.37400 4.45054 0.30252 0.0 0.0 0.0 0.001
H 1.61055 0.61025 3.26665 0.0 0.0 0.0 0.002
H 1.89124 -0.87124 5.21251 0.0 0.0 0.0 -0.001
H 4.00648 -2.09892 5.52695 0.0 0.0 0.0 0.001
H 6.22674 -2.68596 4.76426 0.0 0.0 0.0 0.000
H 8.11443 -2.38272 3.21284 0.0 0.0 0.0 0.000
H 7.93238 -0.74583 1.35291 0.0 0.0 0.0 0.000
H 5.88450 0.53087 1.02780 0.0 0.0 0.0 0.000
```
Forces are in eV/Å.

HOMO-LUMO gap (spin up / spin down): 6.549 / 6.159 eV
DFT total energy: -6590.32531 Ha
spin multiplicity: 2
LUMO energy (spin up / spin down): -4.410 / -5.505 eV
maximum force: 1.1 eV/A
net charge: +2

Question: Which value of DFT total energy does entry 1 give?
Answer: -5296.94115 Ha